1.
This record from the Open Molecules 2025 dataset describes 3 unconnected molecules or ions with the total composition C30H65BrClINO15P4 in a non-equilibrium geometry. The level of theory is ωB97M-V/def2-TZVPD.

## Properties
Total energy: -192185.472 eV
Gap between HOMO and LUMO: 3.176 eV
HOMO: -4.54 eV

```
! RIJCOSX wB97M-V def2-TZVPD def2/J DEFGRID3
* xyz -1 1
C 7.014 -2.431 1.802
C 6.444 -1.029 1.478
C 6.295 -0.159 2.775
C 5.103 -1.093 0.652
C 5.162 0.059 -0.413
P 3.583 0.065 -1.502
C 4.515 0.888 -2.949
C 5.467 2.051 -2.550
C 5.742 3.041 -3.715
Br 7.653 3.624 -3.704
P 4.033 -1.862 -2.642
O 5.642 -2.313 -2.388
Cl 2.850 -3.326 -1.601
O 3.048 1.522 -0.713
C 1.760 1.946 -1.033
I 2.235 3.599 -2.481
C 1.012 2.705 0.089
C -0.122 3.672 -0.368
C -1.320 3.719 0.664
C -2.677 3.307 -0.006
C -3.483 2.298 0.883
N -4.906 2.259 0.506
C 1.064 0.682 -1.651
C 0.043 0.983 -2.843
C 0.692 0.976 -4.252
C -0.250 1.796 -5.210
C -1.525 0.998 -5.591
O -2.624 1.942 -5.756
C -3.631 1.731 -4.880
O -4.253 2.654 -4.462
C 0.218 -0.228 -0.705
C 0.809 -0.502 0.713
C -0.302 -0.387 1.838
C 0.268 0.149 3.159
O 0.332 -0.517 4.141
O 0.710 1.470 3.251
O 2.047 -0.095 -2.319
H 8.031 -2.277 2.223
H 7.143 -3.065 0.909
H 6.443 -2.938 2.601
H 7.179 -0.539 0.814
H 6.684 -0.740 3.626
H 6.858 0.777 2.621
H 5.234 0.097 2.929
H 5.140 -2.067 0.131
H 4.215 -0.990 1.293
H 5.231 0.990 0.186
H 6.094 -0.110 -0.976
H 3.084 -0.854 -0.508
H 5.141 0.134 -3.465
H 3.792 1.298 -3.680
H 5.145 2.638 -1.678
H 6.443 1.613 -2.282
H 5.181 3.976 -3.582
H 5.587 2.596 -4.705
H 5.856 -2.938 -3.094
H 0.593 2.046 0.863
H 1.782 3.324 0.590
H 0.301 4.687 -0.392
H -0.564 3.437 -1.343
H -1.123 3.085 1.544
H -1.457 4.778 0.945
H -3.289 4.184 -0.279
H -2.510 2.769 -0.960
H -3.070 1.306 0.616
H -3.300 2.510 1.949
H -5.468 2.682 1.241
H -5.212 1.295 0.427
H -0.568 1.882 -2.661
H -0.661 0.128 -2.823
H 0.715 -0.048 -4.663
H 1.690 1.421 -4.290
H 0.308 2.122 -6.104
H -0.612 2.682 -4.657
H -1.758 0.190 -4.881
H -1.379 0.552 -6.592
H -3.952 0.719 -4.556
H -0.816 0.157 -0.635
H 0.144 -1.212 -1.202
H 1.222 -1.517 0.823
H 1.614 0.191 1.003
H -0.794 -1.356 2.005
H -1.070 0.351 1.530
H 1.466 1.519 2.639
C 0.100 -5.222 -2.826
O -0.697 -6.393 -2.619
P -2.123 -6.218 -1.767
O -2.837 -5.264 -2.666
O -1.379 -5.448 -0.514
C -0.330 -6.108 0.201
O -3.454 -6.598 -0.799
C -3.288 -7.589 0.226
H 0.380 -5.187 -3.878
H -0.423 -4.305 -2.564
H 1.006 -5.300 -2.227
H 0.541 -5.452 0.227
H -0.047 -7.053 -0.266
H -0.655 -6.296 1.226
H -2.822 -7.142 1.106
H -2.688 -8.429 -0.125
H -4.274 -7.956 0.508
C -4.842 0.643 6.765
O -5.823 0.270 5.803
P -6.349 1.446 4.714
O -4.987 1.708 4.142
O -6.687 2.472 5.967
C -7.719 2.132 6.895
O -7.085 2.536 3.638
C -8.516 2.656 3.657
H -4.065 -0.121 6.758
H -4.394 1.611 6.554
H -5.301 0.666 7.756
H -7.313 2.191 7.906
H -8.104 1.124 6.729
H -8.536 2.849 6.805
H -8.824 3.313 4.473
H -8.996 1.683 3.761
H -8.832 3.104 2.716
*
```



2.
This record from the Open Molecules 2025 dataset describes a molecular structure, C45H51BeGe2N3O7S3. The level of theory is ωB97M-V/def2-TZVPD.

## Properties
Energy relative to the best compared isomer or geometry (same formula, charge and spin): 0.000 eV
Total energy: -212236.336 eV
Gap between HOMO and LUMO (alpha / beta): 6.227 / 6.967 eV
HOMO (alpha / beta): -4.01 / -5.04 eV

```
! RIJCOSX wB97M-V def2-TZVPD def2/J DEFGRID3
* xyz -1 2
Be 0.091 1.920 -1.924
C 3.388 -0.357 2.358
O 4.801 -0.294 2.182
C 5.371 0.403 1.165
C 6.699 0.762 1.403
C 7.426 1.497 0.489
C 6.835 1.886 -0.708
C 5.535 1.505 -0.966
C 4.777 0.770 -0.050
N 3.459 0.386 -0.393
C 2.438 1.224 -0.774
N 2.667 2.538 -0.589
C 1.682 3.561 -0.511
C 0.410 3.387 -1.036
C -0.474 4.450 -0.820
C -0.104 5.612 -0.157
C 1.193 5.754 0.333
C 2.086 4.718 0.155
O 3.401 4.812 0.615
C 3.598 4.279 1.921
N 1.312 0.747 -1.236
C 1.173 -0.672 -1.158
C 0.832 -1.181 0.192
C 0.725 -2.460 0.539
C 0.778 -3.549 -0.481
C 0.878 -2.978 -1.926
C 1.345 -1.578 -2.141
O 1.843 -1.466 -3.389
C 2.391 -0.234 -3.859
H 3.242 -0.723 3.372
H 2.916 -1.050 1.664
H 2.925 0.626 2.257
H 7.127 0.462 2.350
H 8.446 1.778 0.716
H 7.384 2.461 -1.440
H 5.070 1.764 -1.910
H 3.241 -0.596 -0.482
H 3.570 2.802 -0.226
H -1.488 4.361 -1.195
H -0.820 6.412 -0.013
H 1.517 6.652 0.845
H 3.612 5.083 2.662
H 4.557 3.755 1.946
H 2.800 3.579 2.174
H 0.722 -0.410 0.947
H 0.528 -2.726 1.572
H 1.509 -4.322 -0.224
H 1.449 -3.626 -2.591
H 1.653 0.561 -3.842
H 2.695 -0.429 -4.885
H 3.272 0.028 -3.266
O -0.831 -0.137 -4.351
S -1.053 1.262 -4.018
O -1.696 2.041 -5.047
O 0.268 1.903 -3.575
S -2.020 1.432 -2.204
C -5.386 1.818 -0.401
Ge -4.699 0.422 0.788
C -5.588 0.662 2.518
C -5.354 -1.292 0.081
Ge -2.281 0.466 1.040
C -1.808 2.221 1.828
C -2.787 3.197 2.022
C -2.484 4.425 2.597
C -1.184 4.711 2.981
C -0.188 3.771 2.762
C -0.495 2.551 2.178
C -1.889 -0.863 2.445
C -2.602 -2.067 2.470
C -2.285 -3.078 3.366
C -1.239 -2.915 4.265
C -0.525 -1.725 4.266
C -0.847 -0.718 3.364
H -6.404 1.550 -0.693
H -4.774 1.909 -1.298
H -5.412 2.790 0.092
H -6.641 0.883 2.333
H -5.152 1.475 3.098
H -5.518 -0.253 3.108
H -5.929 -1.811 0.851
H -4.531 -1.928 -0.238
H -6.006 -1.109 -0.774
H -3.810 3.009 1.721
H -3.266 5.162 2.735
H -0.942 5.669 3.425
H 0.836 4.003 3.029
H 0.314 1.860 1.961
H -3.401 -2.232 1.760
H -2.853 -4.001 3.357
H -0.986 -3.706 4.961
H 0.286 -1.579 4.970
H -0.285 0.207 3.402
C -1.154 -7.642 -2.412
C -0.994 -6.161 -2.226
C -1.117 -5.317 -3.435
C -0.932 -4.000 -3.413
C -0.640 -3.293 -2.134
C -0.624 -4.134 -0.836
C -0.718 -5.609 -1.045
S -1.698 -1.766 -1.908
C -3.070 -2.146 -2.983
O -2.259 -1.878 -0.508
H -0.489 -8.013 -3.197
H -2.174 -7.887 -2.717
H -0.935 -8.181 -1.491
H -1.301 -5.819 -4.378
H -0.921 -3.415 -4.326
H -1.392 -3.805 -0.127
H -0.589 -6.243 -0.172
H -3.482 -3.125 -2.740
H -2.757 -2.075 -4.022
H -3.787 -1.354 -2.767
*
```



3.
This record from the Open Molecules 2025 dataset describes a molecular structure, C7H7CaO6S in a non-equilibrium geometry. The level of theory is ωB97M-V/def2-TZVPD.

## Properties
Energy relative to the best compared isomer or geometry (same formula, charge and spin): 1.208 eV
Total energy: -48921.566 eV
Gap between HOMO and LUMO: 5.009 eV
HOMO: -9.60 eV

```
! RIJCOSX wB97M-V def2-TZVPD def2/J DEFGRID3
* xyz 1 1
O 0.002 1.792 -3.526
C 0.146 1.042 -2.660
Ca 0.519 0.781 -0.062
C -0.810 0.859 2.089
O -1.159 0.878 3.188
C -0.564 -1.576 -0.922
O -0.484 -2.544 -0.177
C 2.747 0.156 -0.779
O 3.853 -0.149 -0.758
C -1.599 -0.493 -0.362
O -2.781 -0.593 -0.242
H -0.069 -1.444 -1.954
C 3.168 -0.743 3.290
S 2.228 -1.586 1.979
C 1.305 -2.721 3.001
O 1.167 -0.521 1.596
H 3.887 -1.476 3.692
H 2.459 -0.382 4.057
H 3.730 0.099 2.847
H 0.432 -2.225 3.438
H 0.972 -3.519 2.326
H 2.032 -3.056 3.744
*
```